Entry 1:
The following is a quantum chemistry calculation of a molecular structure, C44H48F3N8Pt at a distorted geometry, from the Open Molecules 2025 dataset.

XYZ file:
```
104
Properties=species:S:1:pos:R:3:mulliken_charge:R:1
Pt -0.5466 0.2985 0.2160 1.159
F 3.7198 -3.5422 -4.0124 -0.232
F 5.3537 -2.9324 -2.7493 -0.282
F 4.2913 -4.7606 -2.3312 -0.257
N -1.9376 -1.0876 -0.2554 -0.472
N 0.8577 1.6994 0.6936 -0.046
N -2.1332 1.9384 0.1401 -0.805
N 1.3178 -1.4406 -0.2720 -0.196
N -1.4880 4.2302 0.5477 -0.635
N -0.9411 0.0090 2.2106 -0.225
N -0.1191 0.5617 -1.7735 -0.050
N 0.2790 5.8002 -0.0150 -0.554
C -0.6895 -0.1136 -2.8189 0.519
C -2.2012 -2.8639 5.3374 -1.079
C -1.6594 -1.0734 -2.7053 -1.090
C -0.3799 0.7031 3.2525 0.189
C -2.7274 -1.6337 2.0186 -0.818
C -4.6095 -3.5662 0.5171 -1.337
C 2.5466 -0.9649 -0.4173 -0.471
C -2.7532 -1.7545 0.6227 0.237
C -3.8371 -3.2778 -2.5812 -1.367
C -0.5931 0.7876 5.8497 -1.218
C -2.2524 -1.5292 -1.5016 -0.048
C 0.5429 1.7059 3.1413 -1.233
C -1.7545 3.0421 0.2997 0.893
C 0.4098 -1.4657 -5.7115 -0.998
C 1.5750 2.3070 -1.5744 -1.315
C 2.2814 3.4921 0.5187 0.855
C 3.2075 4.4783 -0.0847 -1.145
C 0.8071 1.4068 -2.2929 0.354
C 4.5195 3.8238 -0.5336 -1.038
C 3.6296 3.7006 3.6624 -1.157
C -1.8813 -0.8129 2.7424 0.301
C 3.2350 1.3750 -4.4559 -0.829
C -1.8993 -0.6769 4.1904 0.626
C -1.3582 2.0823 6.1524 -1.110
C 1.8782 -3.2607 -1.7055 -1.172
C -5.0315 -2.5381 -3.1984 -1.176
C -0.0837 0.3259 -4.0658 0.369
C 4.1436 -3.4944 -2.7379 0.728
C -0.5725 5.0563 0.2192 0.640
C -2.7716 -1.4611 5.1071 -1.267
C -3.9298 -4.8239 1.0708 -1.047
C 1.9330 3.3481 1.8642 1.036
C 3.5094 -1.5795 -1.2039 -0.850
C 1.8277 1.9629 -4.6165 -1.125
C -3.2682 -2.5243 -1.4318 0.931
C 0.9935 -2.5669 -0.8940 -0.249
C -0.4227 -0.2156 -5.4076 -1.295
C 1.0768 2.2212 1.9365 -0.005
C 1.5749 2.4645 -0.1839 0.377
C 3.1600 -2.7481 -1.8652 0.494
C -3.6106 -2.6439 -0.0875 1.201
C 0.8569 1.2556 -3.7371 0.407
C 2.3390 4.2085 3.0075 -1.505
C -0.9572 0.2526 4.5091 0.461
H -1.0829 2.4518 7.1365 0.392
H -2.0284 -1.5179 -3.6154 0.309
H -1.1309 2.8478 5.4145 0.295
H 2.7209 4.9503 -0.9404 0.393
H -0.2176 0.5352 -6.1709 0.451
H -4.7317 -1.5530 -3.5500 0.301
H 1.5135 1.8688 -5.6562 0.337
H -3.7773 -1.5353 4.6876 0.463
H 0.8831 2.1765 4.0486 0.476
H -1.2192 -2.7982 5.7992 0.325
H 2.7857 -0.0618 0.1293 0.717
H 0.4811 0.9807 5.8905 0.443
H -4.1658 -4.2615 -2.2391 0.426
H 2.4918 5.2290 2.6520 0.531
H -0.8252 0.0467 6.6170 0.459
H -3.4123 -5.3557 0.2766 0.317
H -0.0053 -2.9479 -0.7299 0.591
H 1.5840 -4.1813 -2.1858 0.533
H 4.5036 -1.1665 -1.2847 0.584
H -2.8464 -0.9494 6.0668 0.423
H 3.2435 0.3233 -4.7297 0.198
H 4.3410 3.0430 -1.2684 0.098
H 3.4965 2.6884 4.0395 0.310
H 1.4686 -1.2196 -5.7296 0.232
H -5.8187 -2.4120 -2.4597 0.331
H -3.2027 -4.5631 1.8345 0.205
H 3.4248 5.2580 0.6441 0.432
H -4.6677 -5.4897 1.5072 0.410
H 1.5396 4.2362 3.7509 0.470
H -1.4852 -0.4597 -5.4591 0.440
H -2.8557 -3.4275 5.9950 0.400
H -2.1019 -3.4026 4.3983 0.240
H 5.1686 4.5728 -0.9764 0.457
H 2.1922 2.9874 -2.1385 0.765
H -2.4303 1.9031 6.1361 0.330
H 0.2478 -2.2288 -4.9541 0.260
H 1.8522 3.0269 -4.3668 0.448
H 5.0341 3.3785 0.3141 0.287
H 3.5705 1.4603 -3.4248 0.122
H -5.4274 -3.1086 -4.0347 0.408
H 3.9113 4.3454 4.4913 0.421
H -3.4404 -2.2255 2.5714 0.466
H -3.0682 -3.4292 -3.3438 0.443
H -5.3398 -3.8593 -0.2377 0.377
H -5.1465 -3.0608 1.3221 0.478
H 4.4441 3.6922 2.9416 0.270
H 3.9385 1.8999 -5.0942 0.431
H 0.1336 -1.8724 -6.6807 0.419
```

The calculation puts the energy above the lowest of the compared OMol25 structures with the same formula, charge and spin at 118.4 kJ/mol. As for the total charge: +1. Its multiplicity is 1. As for the gap between HOMO and LUMO (spin up / spin down): 5.0 / 4.0 eV. As for the highest occupied orbital energy (spin up / spin down): -9.93 / -9.96 eV.



Entry 2:
The following is a quantum chemistry calculation of a molecular structure, C44H48N8O3SSiTi at a distorted geometry, from the Open Molecules 2025 dataset.

XYZ file:
```
106
Properties=species:S:1:pos:R:3:lowdin_spin:R:1
Ti 0.4246 -0.1571 -0.1662 1.016
S 2.2049 0.5557 -1.8270 0.006
Si -1.7280 -1.4349 -0.0350 0.024
O 0.2990 1.1665 0.9140 0.068
O 2.7551 0.6888 -0.4819 0.014
O 1.2652 1.5956 -2.1885 0.014
N -4.2916 2.9798 -0.1580 0.000
N 1.3419 -0.8043 -1.8620 0.004
N 6.9015 0.1290 -5.4131 0.000
N -2.5944 4.7002 -0.0349 0.001
N 1.5313 -1.7196 0.2158 0.000
N 2.8453 -2.5774 -1.5770 -0.002
N -1.9435 2.3603 -0.1228 0.005
N -2.8943 3.4378 -2.0758 0.000
C 4.2700 0.7690 6.1128 0.019
C 3.4341 1.0776 4.9136 0.102
C -3.2624 -0.5540 -3.8102 0.000
C -1.8930 -2.4357 2.6204 0.000
C 3.7262 3.2683 1.8506 0.014
C 2.1190 -2.6054 1.0684 0.030
C -5.1478 -1.3312 -2.5617 0.000
C -4.3483 -1.4519 -1.4367 0.000
C -2.5658 4.7330 -1.4950 0.000
C -3.9323 4.2873 0.3783 0.000
C -2.9944 -1.1308 -1.4708 0.004
C 2.2360 0.4246 4.6658 -0.012
C 4.7586 -0.0470 -2.4528 0.000
C -2.2835 -4.3307 0.0317 0.000
C -3.7020 -0.9692 2.1534 -0.001
C 1.9489 -1.7728 -1.0855 0.021
C 3.0442 -3.5230 0.6048 0.000
C 3.5780 0.4768 -2.9524 0.000
C -0.6448 -3.6465 -1.5491 0.000
C -1.6410 3.6883 0.4127 0.002
C -0.5390 -4.9455 -2.0126 0.000
C -1.3217 -5.9453 -1.4574 0.000
C -4.2217 3.0477 -1.6142 0.000
C 0.1846 -0.0461 3.3482 0.018
C -2.4665 -0.6975 -2.6882 0.001
C 3.1531 2.3249 2.8586 0.081
C 4.6087 0.8092 -5.0846 0.000
C -2.3347 -2.5932 3.9176 0.000
C 5.8604 -0.1666 -3.2703 0.000
C -1.9315 2.4528 -1.5847 0.001
C -3.3003 2.0112 0.2977 0.000
C 5.7955 0.2317 -4.6117 0.000
C 1.9231 1.6579 2.6019 0.025
C 1.4775 0.6887 3.5417 0.092
C -3.4634 -1.9157 4.3482 -0.001
C 1.1789 1.9546 1.4341 0.384
C 3.3913 -3.4833 -0.7342 0.034
C -2.1922 -5.6321 -0.4276 0.000
C -4.1435 -1.1027 3.4596 0.000
C 3.5036 0.9240 -4.2612 0.000
C 3.8716 2.0266 3.9935 -0.016
C -4.6102 -0.8675 -3.7504 0.000
C -2.5634 -1.6265 1.6999 -0.002
C -1.5154 -3.3057 -0.5172 0.003
H -0.9252 2.7264 -1.9210 0.000
H -3.5540 1.0327 -0.1148 0.000
H -0.0427 -2.8755 -2.0133 0.000
H 4.8158 2.5205 4.1730 -0.003
H 5.2326 0.3680 5.7973 0.006
H 6.7864 -0.5630 -2.8806 0.000
H 1.8350 -2.5470 2.1112 0.002
H -2.8098 -6.4053 0.0119 0.000
H -1.6668 3.6424 1.5056 0.001
H -1.4004 -0.4780 -2.7532 0.001
H 4.7950 -0.3309 -1.4129 0.000
H 3.0902 4.1424 1.7158 0.004
H -4.7801 -1.8147 -0.5158 0.000
H 7.6482 -0.4719 -5.1093 0.000
H -1.8024 -3.2458 4.5954 0.000
H -1.5675 5.0274 -1.8310 0.000
H -1.0041 -2.9615 2.2955 0.000
H 4.5645 1.1721 -6.1029 0.000
H -4.2628 -0.3391 1.4812 0.000
H 0.1485 -5.1779 -2.8149 0.000
H 4.7125 3.6006 2.1641 0.000
H -2.8326 -0.1994 -4.7356 0.000
H 3.7815 0.0437 6.7571 0.000
H -4.4713 2.0693 -2.0340 0.000
H -0.6333 0.6322 3.0893 0.004
H -3.8144 -2.0363 5.3616 0.000
H -0.6413 3.9860 0.0846 0.001
H -3.3250 1.9687 1.3901 0.000
H 3.8195 2.7521 0.8957 0.003
H -4.6575 5.0279 0.0285 0.000
H -5.2330 -0.7608 -4.6271 0.000
H -5.0282 -0.5760 3.7899 0.000
H 0.2735 -0.7697 2.5197 0.008
H 1.3672 2.8859 0.8957 0.018
H -3.2878 5.4745 -1.8497 0.000
H -2.9718 -4.1016 0.8308 0.000
H 1.8813 -0.3142 5.3719 -0.003
H -0.0835 -0.5719 4.2640 0.000
H -6.1914 -1.6110 -2.5190 0.000
H -3.9720 4.2481 1.4704 0.000
H 3.4895 -4.2444 1.2724 -0.001
H -1.2608 -6.9580 -1.8311 0.000
H -4.9493 3.7818 -1.9713 0.000
H 4.4595 1.6767 6.6825 0.005
H 2.5867 1.3770 -4.6098 0.000
H 6.7797 0.2003 -6.4075 0.000
H -2.1996 1.4785 -2.0012 0.000
H 4.1391 -4.1259 -1.1761 0.002
```

The calculation puts the energy above the lowest of the compared OMol25 structures with the same formula, charge and spin at 294.0 kJ/mol. Its multiplicity is 3. As for the gap between HOMO and LUMO (spin up / spin down): 5.4 / 6.9 eV. Its expectation value of S² is 2.039. As for the highest occupied orbital energy (spin up / spin down): -6.05 / -7.65 eV.



Entry 3:
The following is a quantum chemistry calculation of a molecular structure, C44H49NP2Ti at a distorted geometry, from the Open Molecules 2025 dataset.

XYZ file:
```
97
Properties=species:S:1:pos:R:3:lowdin_spin:R:1
Ti 1.0753 -0.1150 -0.4192 0.903
P -0.6996 -0.2980 -2.2001 0.193
P -0.2830 1.9932 1.7461 0.029
N 2.5617 1.1445 -1.5200 0.011
C -3.3277 -0.5210 0.8183 0.017
C -2.3530 0.1462 -4.3271 0.033
C -3.7100 -1.6674 -1.4030 0.006
C -2.8022 -2.5590 2.2215 0.000
C -0.5693 -0.5209 4.8573 0.001
C 2.9222 0.2370 -2.6350 0.006
C 4.4162 -2.0724 1.8908 0.000
C 0.7716 -0.7980 5.1721 0.004
C -0.6206 0.6632 0.5380 0.065
C 1.3461 -3.2615 0.1017 0.030
C 1.8031 -0.0333 4.6066 0.001
C -0.4055 0.1796 -6.3263 0.002
C -0.0098 0.0112 -4.9979 0.044
C 1.5226 -3.7634 -2.2536 0.052
C -4.3364 -1.1480 -0.1000 0.004
C 2.2523 2.4774 -2.0764 0.003
C -2.8200 -3.4705 0.9618 0.000
C -1.9691 -3.0112 -0.1738 0.000
C 0.6004 -2.0943 -0.2200 0.079
C -2.3313 -2.2472 -1.2296 0.017
C 3.1220 -1.5538 1.7218 0.004
C -0.9941 0.0027 -3.9649 0.063
C -1.7603 0.2790 -6.6696 0.040
C 0.1771 1.1164 3.2381 0.008
C -2.4857 5.8681 2.6811 0.000
C 1.8004 -4.0770 -0.9055 0.010
C 1.5199 0.9054 3.6087 0.004
C -1.3803 3.8493 3.4592 0.001
C 3.7822 1.2873 -0.6516 0.005
C 5.2744 -0.3961 0.3996 0.000
C -1.8608 4.1561 1.0777 0.001
C -2.4326 5.3943 1.3673 0.000
C -1.0425 0.8222 -0.8478 0.154
C -0.8599 0.5419 4.0018 0.005
C 5.4935 -1.5242 1.1948 0.001
C -1.9828 5.0822 3.7234 0.000
C -2.7847 -1.0976 1.9024 0.002
C -2.7276 0.2217 -5.6561 0.003
C 0.3835 -1.7197 -1.6215 0.111
C 1.2089 2.6437 1.0067 0.005
C -1.3354 3.3772 2.1298 0.006
C 0.8613 -2.6205 -2.6297 -0.002
C 3.9683 0.0484 0.1750 0.002
C 2.8633 -0.5722 0.7609 0.005
H -3.1151 0.1661 -3.5437 0.002
H 0.9556 3.4460 0.3060 0.001
H -5.0918 -0.3903 -0.3637 0.000
H -4.3714 -2.4139 -1.8707 0.000
H -2.0624 0.3753 -7.7110 0.003
H 1.5486 -3.5059 1.1473 0.001
H 0.6369 -2.3655 -3.6711 0.000
H 3.6712 2.1778 -0.0052 0.000
H -1.9138 -2.7977 2.8335 0.000
H 1.9225 3.0285 1.7480 0.000
H -1.7966 3.7739 0.0575 0.001
H 4.6241 1.5122 -1.3339 0.000
H -2.8518 6.0031 0.5669 0.000
H 2.8406 -0.1735 4.9431 0.000
H -1.8061 -2.3843 -2.1941 0.003
H 6.0897 0.1425 -0.0910 0.000
H -0.8758 -0.2919 1.0524 0.010
H -1.8951 0.9119 3.9343 0.001
H 1.6840 1.8199 0.4534 0.001
H 0.3553 0.2037 -7.1102 -0.001
H -2.9137 6.8579 2.8989 0.000
H 3.9836 0.3681 -2.8973 0.001
H 2.7826 -0.8145 -2.3618 0.001
H -4.8618 -1.9536 0.4258 0.001
H 4.6199 -2.9228 2.5535 0.000
H -2.0622 5.4296 4.7586 0.000
H 2.3158 1.4759 3.1119 0.000
H -3.6520 -2.8433 2.8762 0.000
H 1.0232 -1.5746 5.9151 0.000
H -3.7862 0.2274 -5.9094 -0.001
H -0.1438 -1.7644 0.5039 0.018
H -3.1994 0.5499 0.6654 0.003
H -1.3802 -1.1104 5.3078 0.000
H -1.0583 -3.6032 -0.2501 0.000
H 2.3634 -4.9785 -0.6684 0.000
H -0.9368 3.2442 4.2560 0.000
H 6.5077 -1.9297 1.2941 0.000
H 2.2390 3.2206 -1.2797 0.000
H -2.4714 -4.4667 1.2815 0.000
H -3.8549 -3.6044 0.6228 0.000
H 2.3293 0.4688 -3.5221 0.001
H 1.8486 -4.4522 -3.0364 0.004
H -3.6847 -0.8469 -2.1278 0.002
H 1.0440 -0.1554 -4.7604 0.003
H 1.2808 2.4581 -2.5725 0.000
H 3.0298 2.7928 -2.7897 0.001
H -1.5310 1.7963 -1.0782 0.012
H -2.5277 -0.4756 2.7618 0.002
H 2.3060 -1.9371 2.3388 0.000
```

The calculation puts the energy above the lowest of the compared OMol25 structures with the same formula, charge and spin at 0.0 kJ/mol. Its multiplicity is 3. As for the gap between HOMO and LUMO (spin up / spin down): 3.7 / 5.0 eV. Its expectation value of S² is 2.021. As for the highest occupied orbital energy (spin up / spin down): -3.59 / -4.93 eV.



Entry 4:
The following is a quantum chemistry calculation of a molecular structure, C44H50ClN2O3Se4TeTl, from the Open Molecules 2025 dataset.

XYZ file:
```
106
Properties=species:S:1:pos:R:3:mulliken_charge:R:1
Tl 0.8049 -2.1027 0.5589 1.370
Te 2.4505 -3.9072 4.6115 -0.442
Se -1.1483 0.1686 0.7062 0.110
Se 4.8962 -6.0520 2.8901 -0.567
Se 1.6595 -4.2764 2.3381 -0.030
Se 3.2904 -5.5887 1.3956 -0.083
Cl -0.8796 -6.9572 -5.1475 -0.314
O 1.6444 -4.1002 -0.7176 -0.541
O -0.1693 -1.6822 -1.5849 -0.687
O 2.0406 0.0444 0.9781 -0.860
N -0.9631 -2.4771 2.7237 0.601
N -1.1559 -4.0967 0.5137 0.753
C -3.2884 3.5905 -3.2335 -1.713
C 1.7346 3.0336 2.9457 -0.051
C 0.0176 4.9538 2.8205 2.462
C 0.1258 1.3916 1.4688 0.279
C -1.4080 1.7500 -1.6508 -0.623
C -1.5344 3.6378 -4.9874 -2.266
C 0.3570 -0.6079 -5.8115 -2.534
C -4.4736 -4.6129 2.2603 -0.932
C 0.2527 -1.1658 -4.3899 2.855
C -0.8817 -5.8129 -2.6903 -1.156
C -0.1739 -6.0252 -3.8366 0.290
C 1.6725 -1.5326 -3.9269 -1.503
C 1.6892 -4.8163 -2.9457 -0.490
C -0.3479 2.6176 1.9051 -0.912
C -1.2916 4.9827 3.6221 -1.853
C 0.4774 3.5161 2.5763 -0.722
C -1.2373 -4.8853 -0.5060 -0.140
C -2.0967 -3.1991 2.5864 -0.050
C -0.4866 -0.5088 -2.0225 0.632
C 1.4973 0.9943 1.6368 1.270
C 1.0170 -4.6080 -1.6930 0.327
C -3.1416 -3.1005 3.5422 0.927
C -0.2181 5.6295 1.4585 -1.666
C 1.0632 5.7723 3.5784 -2.254
C -1.3079 2.0784 -2.9949 -0.820
C -3.4600 -4.6859 1.2905 -1.120
C -0.8236 -1.6613 3.7318 -0.468
C -0.9985 0.5142 -1.1791 0.122
C -0.6222 -2.4311 -4.4574 -1.405
C -2.2394 -4.0414 1.4292 0.656
C -0.3429 -5.0761 -1.6109 0.493
C 2.2260 1.7825 2.5955 -0.359
C -1.0332 4.5557 -2.7365 -1.480
C -4.3252 -3.8485 3.3805 -0.836
C 4.7162 2.0937 2.5150 -1.748
C -0.3518 -0.1520 -3.4069 -0.419
C -1.8069 -1.4908 4.7261 -0.962
C -0.7662 1.1002 -3.8356 -0.420
C 3.5693 1.3266 3.1911 2.100
C 3.5796 1.6356 4.6993 -1.827
C -2.9547 -2.2166 4.6303 -0.790
C 3.8403 -0.1764 3.0527 -1.704
C 1.1248 -5.5089 -3.9775 -0.689
C -1.7808 3.4460 -3.4904 2.373
H 0.7056 6.7987 3.7033 0.438
H -3.7465 -2.1219 5.3650 0.361
H -1.2444 4.5140 -1.6668 0.142
H 1.2528 5.3553 4.5711 0.431
H 1.6525 -1.9558 -2.9238 0.101
H -1.8104 2.4590 -0.9330 0.227
H -3.6533 4.5594 -3.5943 0.446
H -0.7287 -2.8731 -3.4693 0.078
H 2.6968 -4.4261 -3.0199 0.520
H 3.5441 2.7082 4.9045 0.371
H -2.0951 4.4790 3.0814 0.287
H 2.3621 3.6632 3.5675 0.278
H -2.1233 -5.5083 -0.6194 -0.049
H 2.0067 5.8059 3.0291 0.373
H 5.6813 1.8086 2.9499 0.463
H -5.3899 -5.1704 2.1038 0.360
H 4.0040 -0.4658 2.0200 0.321
H -3.6710 -5.2763 0.4146 0.305
H -2.0943 2.9070 -5.5761 0.413
H -0.4738 3.5404 -5.2299 0.395
H -1.3880 2.8607 1.7098 0.316
H 1.6656 -5.6685 -4.9024 0.405
H 4.5872 3.1737 2.6324 0.281
H -3.8353 2.7985 -3.7503 0.371
H 0.1087 -1.1056 3.7752 0.495
H 2.3061 -0.6408 -3.9174 0.373
H -0.5167 6.6780 1.5834 0.448
H -0.6596 1.3313 -4.8868 0.435
H -1.0006 5.1115 0.9014 0.326
H 3.0077 -0.7715 3.4352 0.099
H -0.6272 -0.3558 -6.2174 0.410
H -1.8935 -6.1944 -2.6113 0.365
H -1.6177 -2.1772 -4.8361 0.313
H 4.7348 1.8641 1.4472 0.310
H -0.1716 -3.1727 -5.1258 0.478
H 0.0451 4.4406 -2.8660 0.332
H -1.6056 6.0158 3.8106 0.457
H 0.8022 -1.3699 -6.4570 0.473
H -1.8616 4.6370 -5.2893 0.441
H 2.7222 1.1659 5.1877 0.316
H 4.4924 1.2386 5.1546 0.487
H -1.1615 4.4770 4.5820 0.385
H 2.1164 -2.2676 -4.6076 0.432
H -1.3271 5.5461 -3.1032 0.457
H 0.6933 5.5943 0.8575 0.352
H -1.6326 -0.7992 5.5398 0.461
H -3.5114 3.5138 -2.1676 0.296
H 4.7275 -0.4359 3.6395 0.442
H 0.9933 0.2812 -5.8511 0.427
H -5.1061 -3.7812 4.1296 0.374
```

The calculation puts the energy above the lowest of the compared OMol25 structures with the same formula, charge and spin at 213.9 kJ/mol. As for the total charge: -2. Its multiplicity is 1. As for the gap between HOMO and LUMO (spin up / spin down): 4.1 / 4.1 eV. As for the highest occupied orbital energy (spin up / spin down): -1.36 / -1.36 eV.